# 1
Molecular formula: C4H8N4O3
Method: DFT, the ωB97M-V functional and the def2-TZVPD basis

```
19
Properties=species:S:1:pos:R:3:lowdin_charge:R:1
C 2.45396 1.79320 -0.99925 -0.287
C 1.35007 0.09970 0.37931 -0.243
C 1.75694 -1.11117 2.39614 -0.064
C -3.54562 -0.38086 -1.00739 -0.076
N 1.87041 -0.06107 1.42948 0.095
N 1.51672 0.81310 -0.69095 0.089
N -2.33050 -0.85210 -0.38068 0.050
N -1.24754 -0.33731 -0.55314 -0.386
O 2.48513 2.25535 -2.12300 0.052
O -0.24314 -0.80505 0.19634 -0.019
O -1.01563 0.59161 -1.39679 -0.041
H 3.10855 2.11948 -0.07747 0.166
H 1.00110 -1.77619 2.08130 0.059
H 1.29782 -0.54643 3.23464 0.104
H 2.70130 -1.62357 2.52455 0.087
H -3.32912 0.00673 -2.07943 0.111
H -4.15013 -1.27202 -1.21811 0.074
H -4.16812 0.22451 -0.42869 0.056
H 0.48779 0.86210 -1.28685 0.172
```

Calculated values
Orbital gap, hartree: 0.3877
Calculated total energy, eV: -16374.49525
LUMO level, eV: 0.447
E_HOMO, eV: -10.10

# 2
Molecular formula: C4H8NO
Method: DFT, the ωB97M-V functional and the def2-TZVPD basis

```
14
Properties=species:S:1:pos:R:3:lowdin_charge:R:1
C -1.62162 -1.14577 1.78502 -0.042
C -0.27744 0.63408 0.12047 -0.067
C 1.49259 0.41345 -1.64505 -0.013
C 0.56977 -0.23544 -0.62758 -0.154
N -1.09802 -0.02549 1.74702 0.080
O -0.45316 1.85563 0.25533 0.257
H -1.38877 -1.98565 1.19790 0.077
H -2.00321 -1.22403 2.91620 0.161
H 0.97292 1.24329 -1.97997 0.063
H 1.51883 -0.26952 -2.51238 0.109
H 2.49336 0.64508 -1.34946 0.094
H -0.01053 -0.91389 -1.13121 0.125
H 0.83436 -0.89047 0.16495 0.141
H -1.02909 1.89874 1.05875 0.169
```

Calculated values
Orbital gap (spin up / spin down), hartree: 0.3486 / 0.3486
Charge: +1
Calculated total energy, eV: -7803.82235
LUMO level (spin up / spin down), eV: -5.349 / -5.349
E_HOMO (spin up / spin down), eV: -14.83 / -14.84

# 3
Molecular formula: C4H8NO
Method: DFT, the ωB97M-V functional and the def2-TZVPD basis

```
14
Properties=species:S:1:pos:R:3:lowdin_charge:R:1
C 1.51084 0.13312 1.46624 0.060
C 1.30311 0.48776 0.20469 -0.049
C -0.16128 0.38823 -0.42503 -0.130
N -1.16733 -0.38783 0.33475 0.176
C -0.61112 -0.86486 -1.04219 -0.181
O -1.60551 -0.78441 -1.97981 0.114
H 2.44040 0.09813 1.86718 0.041
H 0.67980 -0.13764 2.14634 0.082
H 2.06165 0.78186 -0.50580 0.114
H -0.47603 1.31127 -0.88585 0.162
H -1.10687 -0.91944 1.21116 0.174
H -2.20867 -0.20007 0.34973 0.211
H -0.09642 -1.74856 -1.05371 0.153
H -1.57328 0.09018 -2.23831 0.073
```

Calculated values
Orbital gap, hartree: 0.4217
Charge: +1
Structure (SMILES): C=C[C@@H]1[NH2+][C@H]1O
Calculated total energy, eV: -7805.89624
LUMO level, eV: -3.439
E_HOMO, eV: -14.91

# 4
Molecular formula: C4H8NO
Method: DFT, the ωB97M-V functional and the def2-TZVPD basis

```
14
Properties=species:S:1:pos:R:3:lowdin_charge:R:1
C 2.76807 -0.71065 0.75048 0.110
C 3.24675 -0.09080 -0.17402 0.101
C -1.89280 0.22453 0.36248 -0.264
C -0.72056 0.94538 -0.13502 -0.136
N -2.06312 -1.00748 0.09581 0.101
O 0.12725 0.06369 -0.94052 0.132
H 2.52920 -1.47158 1.42122 0.041
H -1.18100 1.86489 -0.65114 0.191
H -2.73159 0.69587 1.02487 0.168
H -0.24745 1.30214 0.76820 0.148
H -1.31818 -1.35365 -0.68665 0.204
H 3.47426 0.56880 -0.94147 0.035
H -2.88488 -1.45250 0.38709 0.109
H 0.89405 0.42136 -1.28132 0.059
```

Calculated values
Orbital gap (spin up / spin down), hartree: 0.2520 / 0.1573
Charge: +1
2S+1: 3
Calculated total energy, eV: -7799.25975
LUMO level (spin up / spin down), eV: -3.191 / -10.359
E_HOMO (spin up / spin down), eV: -10.05 / -14.64

# 5
Molecular formula: C4H8NO2
Method: DFT, the ωB97M-V functional and the def2-TZVPD basis

```
15
Properties=species:S:1:pos:R:3:lowdin_charge:R:1
O 0.31445 -0.57983 -2.34789 -0.142
C 1.31001 -1.31852 -2.18622 -0.680
O 2.01055 -1.49079 -1.16496 -0.150
H 1.60953 -1.88395 -3.11257 0.079
C 0.40214 1.14944 0.11732 -0.079
C -0.53995 0.32634 0.94823 -0.478
C -0.52789 -1.00099 1.02228 0.019
N -1.48227 1.10467 1.65357 0.040
H 0.89685 1.91444 0.73814 0.070
H -0.13272 1.71481 -0.65590 0.074
H 1.17241 0.56281 -0.37036 0.045
H -1.20765 -1.49596 1.71363 0.038
H 0.16758 -1.56776 0.41673 0.037
H -1.72880 1.96312 1.19129 0.063
H -2.26424 0.60218 2.03671 0.063
```

Calculated values
Orbital gap, hartree: 0.2934
Charge: -1
Calculated total energy, eV: -9863.73849
LUMO level, eV: 4.027
E_HOMO, eV: -3.96

# 6
Molecular formula: C4H8NO2
Method: DFT, the ωB97M-V functional and the def2-TZVPD basis

```
15
Properties=species:S:1:pos:R:3:lowdin_charge:R:1
C 0.66271 -1.53319 0.42020 -0.086
C -0.23239 -0.72516 -0.58086 -0.510
C 0.61803 0.00556 -1.60695 -0.212
O 0.92642 -0.41840 -2.73559 -0.025
N -1.00150 0.24743 0.10736 -0.094
C -0.78785 1.90737 0.85298 -0.481
O -1.22464 2.20739 2.00790 -0.231
H 0.12200 -2.39306 0.89521 0.067
H 1.72191 -1.93684 0.05744 0.096
H 0.82961 -0.78043 1.16550 0.044
H -0.76594 -1.51328 -1.10655 0.105
H 1.29463 0.80154 -1.06181 0.140
H -1.57877 -0.21452 0.89702 0.082
H -0.90971 2.59446 -0.04585 0.070
H 0.32548 1.75111 0.73400 0.035
```

Calculated values
Orbital gap, hartree: 0.2528
Charge: -1
Structure (SMILES): C[C@H](C=O)NC[O-]
Calculated total energy, eV: -9860.23603
LUMO level, eV: 3.961
E_HOMO, eV: -2.92

# 7
Molecular formula: C4H8NO2
Method: DFT, the ωB97M-V functional and the def2-TZVPD basis

```
15
Properties=species:S:1:pos:R:3:lowdin_charge:R:1
O -0.43362 0.97096 -0.64470 -0.124
C 0.57308 0.86076 -1.41959 -0.741
O 1.18463 -0.22041 -1.63223 -0.094
C 1.13634 2.15484 -2.02432 -0.056
H 2.18810 1.98924 -2.25154 0.050
H 0.64263 2.30207 -2.98863 0.055
H 1.01647 3.08741 -1.42168 0.068
C -0.86655 -1.69442 2.71769 -0.093
C -0.88769 -0.96414 1.55670 -0.320
N -0.78195 -1.48169 0.31008 0.052
H -0.70926 -2.79383 2.79490 0.023
H -0.96526 -1.10787 3.61188 -0.011
H -1.08983 0.09281 1.58039 0.088
H -0.45003 -2.39709 0.25481 0.059
H -0.55707 -0.79864 -0.44375 0.045
```

Calculated values
Orbital gap, hartree: 0.2941
Charge: -1
Calculated total energy, eV: -9863.98246
LUMO level, eV: 4.277
E_HOMO, eV: -3.73

# 8
Molecular formula: C4H8NO2
Method: DFT, the ωB97M-V functional and the def2-TZVPD basis

```
15
Properties=species:S:1:pos:R:3:lowdin_charge:R:1
C 1.12654 -1.73273 -0.69208 -0.129
C 0.01128 -0.63522 -0.78848 -0.228
C 0.41868 0.47396 0.20704 -0.280
N -0.55837 1.53318 0.29322 -0.007
C -1.53909 1.59159 1.36167 -0.813
O -2.54682 2.27627 1.08087 -0.104
O -1.24886 0.95424 2.39317 -0.089
H 1.75476 -1.51390 -1.56160 0.052
H 0.84635 -2.78204 -0.79076 0.052
H 1.76301 -1.56669 0.17689 0.056
H 0.20053 -0.19847 -1.77016 0.087
H -0.98338 -0.99404 -0.52562 0.108
H 1.40143 0.92251 -0.00580 0.106
H 0.40941 -0.02244 1.18647 0.102
H -1.05545 1.69379 -0.56483 0.087
```

Calculated values
Orbital gap, hartree: 0.2845
Charge: -1
Structure (SMILES): CCCNC(=O)[O-]
Calculated total energy, eV: -9864.30517
LUMO level, eV: 3.789
E_HOMO, eV: -3.95

# 9
Molecular formula: C4H8NO2
Method: DFT, the ωB97M-V functional and the def2-TZVPD basis

```
15
Properties=species:S:1:pos:R:3:lowdin_charge:R:1
C 1.33319 -0.02472 0.84961 -0.019
C 0.17071 -0.66431 0.02744 -0.269
N 0.49213 -0.36970 -1.42794 0.186
C -1.24502 -0.13395 0.29092 -0.024
O -1.76456 1.14158 -0.37882 0.140
C -2.01595 1.22516 0.85006 -0.411
O -2.31261 1.71694 1.85021 0.257
H 1.69038 0.96802 0.61017 0.089
H 1.41871 0.15001 1.91661 0.108
H 2.12069 -0.62021 0.47661 0.063
H 0.15281 -1.69260 0.27183 0.144
H 0.44199 0.67034 -1.64792 0.194
H -0.05474 -0.99966 -2.13634 0.229
H 1.55774 -0.52421 -1.54839 0.199
H -1.98546 -0.84268 -0.00407 0.115
```

Calculated values
Orbital gap, hartree: 0.3561
Charge: +1
Structure (SMILES): C[C@H]([NH3+])[C@@H]1OC1=O
Calculated total energy, eV: -9852.60370
LUMO level, eV: -4.177
E_HOMO, eV: -13.87

# 10
Molecular formula: C4H8NO2
Method: DFT, the ωB97M-V functional and the def2-TZVPD basis

```
15
Properties=species:S:1:pos:R:3:lowdin_charge:R:1
C -1.79305 -0.15442 0.05920 -0.124
C -0.61375 -2.22200 -0.89745 -0.310
C -0.93189 -1.12686 -0.17678 0.190
C 1.64710 1.48559 -0.06020 -0.118
N 1.45914 0.21238 0.56987 0.064
O 0.34399 -2.85854 -1.18210 0.169
O -1.67400 0.71576 1.03537 0.090
H -2.72685 0.05297 -0.52419 0.184
H -1.64218 -2.54749 -0.98504 0.173
H 2.65324 1.89622 0.23336 0.115
H 1.71055 1.25250 -1.11255 0.082
H 0.72982 2.13769 0.14823 0.109
H 1.17681 0.20339 1.58013 0.140
H 1.90544 -0.55175 0.17738 0.069
H -2.24436 1.50457 1.13476 0.167
```

Calculated values
Orbital gap (spin up / spin down), hartree: 0.2230 / 0.2922
Charge: +1
Calculated total energy, eV: -9850.23573
LUMO level (spin up / spin down), eV: -7.384 / -6.737
E_HOMO (spin up / spin down), eV: -13.45 / -14.69

# 11
Molecular formula: C4H8NO2
Method: DFT, the ωB97M-V functional and the def2-TZVPD basis

```
15
Properties=species:S:1:pos:R:3:lowdin_charge:R:1
N 2.27705 0.32205 -0.43552 0.263
C 1.11580 -0.06977 -0.06729 -0.026
C 0.04732 -1.22066 0.09870 0.001
C -1.25040 -0.34551 0.45868 -0.214
O -1.97060 -0.11941 -0.72025 0.018
C -0.11609 0.80725 0.54956 -0.216
O -0.57898 1.96561 -0.07026 0.065
H 3.16668 -0.28650 -0.66830 0.226
H 2.55023 1.23931 -0.33468 0.117
H 0.44223 -2.05892 0.67879 0.130
H -0.19274 -1.48918 -0.93570 0.141
H -1.97089 -0.56929 1.33551 0.196
H -2.56941 -0.78411 -0.85307 0.077
H 0.20575 1.03365 1.61508 0.190
H -1.15596 1.57547 -0.65127 0.033
```

Calculated values
Orbital gap, hartree: 0.3706
Charge: +1
Structure (SMILES): [NH2+]=C1C[C@H](O)[C@@H]1O
Calculated total energy, eV: -9852.89599
LUMO level, eV: -4.735
E_HOMO, eV: -14.82

# 12
Molecular formula: C4H8NO2S
Method: DFT, the ωB97M-V functional and the def2-TZVPD basis

```
16
Properties=species:S:1:pos:R:3:lowdin_charge:R:1
O 2.45363 1.58950 0.47809 -0.119
C 1.48621 0.85081 0.26516 -0.762
N 1.22796 0.16737 -0.85373 0.001
C -2.11795 -3.04877 -4.54954 -0.153
O -2.28012 -4.20545 -4.35467 0.004
C 0.48090 0.68306 1.41555 -0.256
C 0.55686 1.73459 2.54699 -0.617
S -0.52804 1.68404 4.06086 0.540
H 1.73249 0.21515 -1.70225 -0.055
H -2.91453 -2.21558 -4.61110 0.105
H -1.15370 -2.80203 -4.78439 0.042
H -0.55893 0.64173 0.97998 0.094
H 0.66723 -0.36584 1.91490 0.125
H 1.69181 1.74538 2.91398 0.087
H 0.34248 2.92611 2.15241 0.122
H -1.08632 0.39991 4.12775 -0.157
```

Calculated values
Orbital gap, hartree: 0.2324
Charge: -1
Calculated total energy, eV: -20696.69539
LUMO level, eV: 2.941
E_HOMO, eV: -3.38

# 13
Molecular formula: C4H8NO2S
Method: DFT, the ωB97M-V functional and the def2-TZVPD basis

```
16
Properties=species:S:1:pos:R:3:lowdin_charge:R:1
C 0.27912 -1.30264 -0.35152 -0.078
C 0.12047 0.09361 0.25221 -0.468
C -1.20082 0.17252 1.00415 -0.511
S -1.07071 -0.53220 2.70713 0.652
N 0.09727 1.07605 -0.82336 0.038
C 1.32521 1.50413 -1.43500 -0.808
O 1.15290 2.30212 -2.38402 -0.102
O 2.36433 0.98876 -0.99491 -0.067
H 0.18854 -2.15643 0.32933 0.050
H -0.44496 -1.43573 -1.15356 0.074
H 1.25438 -1.36960 -0.83080 0.071
H 0.95321 0.38557 0.87631 0.122
H -2.00094 -0.38018 0.52559 0.059
H -1.57364 1.18275 1.16445 0.064
H -0.71189 -1.78393 2.40888 -0.181
H -0.73246 1.25521 -1.29489 0.084
```

Calculated values
Orbital gap, hartree: 0.2589
Charge: -1
Structure (SMILES): C[C@H](CS)NC(=O)[O-]
Calculated total energy, eV: -20700.02353
LUMO level, eV: 2.965
E_HOMO, eV: -4.08

# 14
Molecular formula: C4H8NO3
Method: DFT, the ωB97M-V functional and the def2-TZVPD basis

```
16
Properties=species:S:1:pos:R:3:lowdin_charge:R:1
C -0.89660 -1.54727 -0.41245 -0.024
C -1.12080 -1.31242 1.08082 -0.597
O -1.42417 -2.26912 1.78100 -0.016
N -0.85851 -0.06454 1.50428 0.164
H -0.98808 0.24110 2.46391 0.106
H -0.71974 0.63627 0.78746 0.065
H -1.04713 -2.62114 -0.56546 0.069
H 0.06566 -1.26842 -0.83861 0.058
H -1.64858 -1.06835 -1.04002 0.075
C 1.67143 2.23431 -0.10597 -0.050
C 1.00366 1.17133 -1.05287 -0.787
O -0.23196 1.18552 -1.22450 -0.106
O 1.83056 0.39908 -1.60330 -0.101
H 1.30227 3.24895 -0.21508 0.048
H 2.73702 2.15193 -0.33736 0.049
H 1.58776 1.83487 0.91302 0.048
```

Calculated values
Orbital gap, hartree: 0.3084
Charge: -1
Calculated total energy, eV: -11912.83963
LUMO level, eV: 3.918
E_HOMO, eV: -4.47

# 15
Molecular formula: C4H8NO3
Method: DFT, the ωB97M-V functional and the def2-TZVPD basis

```
16
Properties=species:S:1:pos:R:3:lowdin_charge:R:1
N -0.10657 -0.67906 -3.26164 0.066
C -0.12116 -0.59323 -1.80503 -0.841
O 0.42084 -1.55760 -1.21962 -0.102
O -0.63977 0.42923 -1.31654 -0.085
H -0.92475 -0.22043 -3.61432 0.040
H 0.03777 -1.65197 -3.48717 0.045
C -0.85769 2.08025 1.38312 -0.141
C -0.13410 1.10200 2.25001 -0.169
C 0.52196 0.08784 1.68025 -0.207
O 1.09430 -0.89590 2.44443 -0.027
H -0.73488 3.10843 1.74993 0.053
H -0.56300 2.02510 0.34118 0.045
H -1.93876 1.88856 1.41600 0.066
H -0.26835 1.07788 3.32694 0.087
H 0.53489 -0.03733 0.60243 0.083
H 1.52332 -1.52709 1.85303 0.090
```

Calculated values
Orbital gap, hartree: 0.3102
Charge: -1
Calculated total energy, eV: -11911.82649
LUMO level, eV: 3.953
E_HOMO, eV: -4.49

# 16
Molecular formula: C4H8NO4S
Method: DFT, the ωB97M-V functional and the def2-TZVPD basis

```
18
Properties=species:S:1:pos:R:3:lowdin_charge:R:1
C 1.54557 0.03936 1.84309 -0.498
C -0.65535 -1.14861 1.33985 -0.013
C -0.48436 1.40082 1.09762 -0.012
C 0.13809 0.10863 1.53875 -0.369
N 0.34250 -0.34921 -3.71418 -0.211
O 2.69102 -0.07381 1.55591 0.127
O 0.80403 0.19845 2.91487 0.113
O -0.83845 -1.34355 -1.64796 -0.553
O -0.83687 1.11331 -1.94619 -0.557
S -0.02195 -0.13448 -1.94161 0.579
H -0.79761 -1.30007 0.25988 0.034
H -0.13218 -2.00892 1.75226 0.089
H -1.63196 -1.06029 1.81313 0.087
H -1.42577 1.56239 1.62055 0.088
H -0.68400 1.34839 0.02086 0.031
H 0.17951 2.24111 1.29089 0.090
H 0.78832 0.50868 -4.02121 -0.012
H 1.01946 -1.10221 -3.77651 -0.012
```

Calculated values
Orbital gap, hartree: 0.2759
Charge: -1
Calculated total energy, eV: -24793.58990
LUMO level, eV: 3.580
E_HOMO, eV: -3.93

# 17
Molecular formula: C4H8NOP
Method: DFT, the ωB97M-V functional and the def2-TZVPD basis

```
15
Properties=species:S:1:pos:R:3:lowdin_charge:R:1
C -0.11111 -1.55567 0.51998 -0.206
C 0.67378 -1.42584 -0.52781 -0.180
C -0.34295 -0.40279 1.46268 -0.241
C 0.51249 0.75670 1.03979 -0.328
N -1.47393 1.33143 -1.53004 -0.037
O 2.26600 0.97517 -1.24596 -0.348
P 1.11796 0.37535 -0.60226 0.806
H -0.62102 -2.50579 0.64988 0.109
H 0.80440 -1.85749 -1.57447 0.102
H -1.50630 -0.19260 1.35077 0.164
H -0.01404 -0.77035 2.47789 0.128
H 0.17060 1.81566 0.79311 0.108
H 1.39128 0.87183 1.61938 0.073
H -1.72899 0.60254 -2.18502 -0.083
H -1.13816 1.98183 -2.24790 -0.067
```

Calculated values
Orbital gap (spin up / spin down), hartree: 0.3366 / 0.2596
Calculated total energy, eV: -17100.53778
LUMO level (spin up / spin down), eV: -0.272 / -0.376
E_HOMO (spin up / spin down), eV: -9.43 / -7.44